1.
Computed, not measured: C34H40InN6O6PS as an isolated structure, with ωB97M-V/def2-TZVPD.

Positions of all 89 atoms, in Å:
In (-0.31107, -0.67334, -0.37252)
O (-1.41627, 0.72476, -1.67082)
C (-2.44027, 1.48306, -1.43012)
C (-2.91547, 2.31736, -2.46622)
C (-3.97847, 3.16796, -2.29142)
C (-4.63747, 3.23496, -1.06512)
C (-4.22247, 2.41616, -0.04582)
C (-3.14997, 1.51986, -0.19632)
C (-2.93397, 0.58386, 0.85348)
N (-2.04847, -0.35464, 0.89278)
N (-2.13277, -1.25764, 1.86708)
C (-1.45627, -2.36204, 1.65158)
O (-0.86357, -2.65854, 0.56488)
C (-1.48527, -3.32644, 2.77028)
C (-0.90977, -4.58534, 2.63478)
C (-0.98437, -5.49714, 3.67208)
C (-1.61717, -5.15844, 4.85688)
C (-2.17257, -3.89564, 5.00428)
C (-2.10667, -2.98394, 3.96888)
H (-2.40567, 2.26816, -3.41822)
H (-4.30777, 3.78906, -3.11362)
H (-5.47577, 3.90426, -0.93452)
H (-4.74647, 2.43736, 0.89968)
H (-3.66807, 0.57436, 1.66608)
H (-0.40747, -4.82904, 1.70968)
H (-0.56097, -6.48334, 3.54588)
H (-1.66857, -5.87194, 5.66728)
H (-2.67267, -3.62684, 5.92398)
H (-2.52667, -1.99554, 4.06398)
N (4.10393, 0.12076, 0.31568)
C (2.87343, -0.23814, -0.12242)
S (1.83183, -0.98624, 1.00498)
N (2.62043, 0.00766, -1.38402)
N (1.44433, -0.37034, -1.84422)
C (1.25143, -0.56474, -3.10662)
C (2.32053, -0.39984, -4.10572)
C (3.23083, 0.65286, -3.99672)
C (4.31543, 0.73536, -4.84882)
C (4.51473, -0.22994, -5.82242)
C (3.61133, -1.27434, -5.94812)
C (2.52133, -1.36054, -5.09912)
C (-0.04857, -1.12054, -3.45872)
C (-0.57027, -1.01204, -4.74732)
C (-1.75717, -1.65484, -5.03922)
C (-2.39147, -2.37454, -4.03632)
C (-1.84147, -2.37114, -2.76202)
N (-0.70107, -1.76784, -2.49002)
H (4.41223, -0.27804, 1.18558)
H (4.79003, 0.35226, -0.38382)
H (3.08463, 1.40066, -3.23552)
H (5.01393, 1.55316, -4.74082)
H (5.37403, -0.17174, -6.47572)
H (3.76393, -2.02954, -6.70712)
H (1.83513, -2.19264, -5.18292)
H (-0.04877, -0.42704, -5.48872)
H (-2.18187, -1.59694, -6.03232)
H (-3.30377, -2.91464, -4.23472)
H (-2.31247, -2.89104, -1.93342)
C (0.12413, 1.71476, 4.26508)
C (-0.52887, 0.33456, 4.28468)
O (0.16243, -0.60484, 3.48978)
C (1.03623, -1.46824, 4.17588)
C (2.34653, -0.82544, 4.63238)
H (-0.47037, 2.40776, 4.85708)
H (0.16653, 2.05466, 3.23318)
H (1.13503, 1.68796, 4.66638)
H (-1.53137, 0.41906, 3.84988)
H (-0.62827, -0.03924, 5.31358)
H (1.25723, -2.26474, 3.46118)
H (0.52263, -1.91274, 5.04288)
H (2.84763, -0.35164, 3.79248)
H (2.99223, -1.60034, 5.03278)
H (2.18433, -0.08144, 5.40868)
C (2.53443, 2.82866, 1.50048)
O (1.74393, 3.12306, 0.37228)
P (0.44723, 2.17846, -0.06562)
O (-0.69417, 2.63616, 0.97568)
C (-1.07397, 4.00476, 1.05868)
O (0.05143, 3.14036, -1.29282)
C (0.66843, 2.97516, -2.54772)
H (3.51823, 3.26496, 1.31948)
H (2.63713, 1.75366, 1.65388)
H (2.09813, 3.27426, 2.39828)
H (-1.47667, 4.16876, 2.05868)
H (-1.84297, 4.22686, 0.31788)
H (-0.21137, 4.65196, 0.88428)
H (0.42303, 2.00136, -2.97042)
H (1.74963, 3.08206, -2.46772)
H (0.27773, 3.76196, -3.18922)

Atoms 1-6, force components in eV/Å:
0.2133 -0.4878 -0.3762
0.3810 -0.5264 0.2118
-0.5303 0.2354 -0.0232
0.0719 0.0459 -0.0513
0.0701 -0.0283 -0.0230
-0.1730 0.1995 0.0246

Summary:
Total energy   -3029.34030 a.u.
Relative energy (zero: lowest compared OMol25 entry of this formula, charge and spin)   8.3 kcal per mole
Max |F|   1.75 eV/Å

Taken from the Löwdin analysis, the atomic charges in e are: atom 1 (In): 0.67, atom 2 (O): -0.17, atom 3 (C): -0.36, atom 4 (C): -0.02, atom 5 (C): -0.09, atom 6 (C): -0.11, atom 7 (C): -0.05, atom 8 (C): -0.17, atom 9 (C): -0.05, atom 10 (N): -0.05, atom 11 (N): 0.05, atom 12 (C): -0.49, atom 13 (O): -0.11, atom 14 (C): -0.15, atom 15 (C): -0.02, atom 16 (C): -0.09, atom 17 (C): -0.09, atom 18 (C): -0.08, atom 19 (C): -0.04, atom 20 (H): 0.11, atom 21 (H): 0.10, atom 22 (H): 0.10, atom 23 (H): 0.11, atom 24 (H): 0.14, atom 25 (H): 0.11, atom 26 (H): 0.10, atom 27 (H): 0.10, atom 28 (H): 0.10, atom 29 (H): 0.10, atom 30 (N): 0.09, atom 31 (C): -0.86, atom 32 (S): 0.79, atom 33 (N): 0.00, atom 34 (N): -0.03, atom 35 (C): -0.17, atom 36 (C): -0.16, atom 37 (C): -0.03, atom 38 (C): -0.07, atom 39 (C): -0.08, atom 40 (C): -0.08, atom 41 (C): -0.03, atom 42 (C): -0.22, atom 43 (C): 0.00, atom 44 (C): -0.04, atom 45 (C): -0.03, atom 46 (C): -0.09, atom 47 (N): 0.07, atom 48 (H): 0.09, atom 49 (H): 0.11, atom 50 (H): 0.09, atom 51 (H): 0.10, atom 52 (H): 0.10, atom 53 (H): 0.10, atom 54 (H): 0.12, atom 55 (H): 0.12, atom 56 (H): 0.11, atom 57 (H): 0.11, atom 58 (H): 0.13, atom 59 (C): -0.06, atom 60 (C): -0.26, atom 61 (O): -0.24, atom 62 (C): -0.31, atom 63 (C): -0.08, atom 64 (H): 0.08, atom 65 (H): 0.05, atom 66 (H): 0.06, atom 67 (H): 0.11, atom 68 (H): 0.12, atom 69 (H): 0.09, atom 70 (H): 0.12, atom 71 (H): 0.05, atom 72 (H): 0.07, atom 73 (H): 0.06, atom 74 (C): -0.14, atom 75 (O): -0.32, atom 76 (P): 0.85, atom 77 (O): -0.34, atom 78 (C): -0.10, atom 79 (O): -0.31, atom 80 (C): -0.11, atom 81 (H): 0.09, atom 82 (H): 0.04, atom 83 (H): 0.08, atom 84 (H): 0.09, atom 85 (H): 0.08, atom 86 (H): 0.09, atom 87 (H): 0.07, atom 88 (H): 0.08, atom 89 (H): 0.10

***

2.
Computed, not measured: a single C20H21N3O5S molecule, with ωB97M-V/def2-TZVPD.

Positions of all 50 atoms, in Å:
C (-2.07429, 3.79818, 4.22621)
H (-3.18974, 3.83062, 3.96308)
O (-1.76320, 2.35442, 4.30614)
C (-0.55156, 2.07379, 4.53933)
C (0.22652, 3.02064, 4.96189)
C (1.71031, 2.55930, 5.26553)
C (2.12032, 1.29303, 5.10924)
C (0.97722, 0.17419, 4.76134)
C (-0.25414, 0.60036, 4.34634)
C (-1.21035, -0.25495, 3.83667)
N (-0.59582, -1.03631, 2.56857)
C (-1.35866, -0.79681, 1.31809)
O (-2.55740, 0.06297, 1.24656)
C (-0.54846, -1.27726, 0.23884)
C (0.64208, -1.40017, 0.09724)
C (1.44482, -1.82561, -1.12272)
C (0.51965, -2.14014, -2.11851)
C (-0.78607, -2.11357, -2.06937)
C (-1.42221, -1.72167, -0.74202)
H (-2.34800, -1.51926, -0.82419)
H (-1.52366, -2.57852, -2.86890)
N (1.30262, -2.89641, -3.34351)
S (0.60717, -2.51402, -4.73439)
O (1.74967, -2.71846, -5.73107)
O (-0.91109, -3.30116, -4.88946)
C (0.29430, -0.69255, -4.53902)
C (-0.92966, 0.21800, -4.65044)
O (-0.45694, 1.20693, -4.39010)
N (0.94298, 1.50886, -4.51387)
C (1.39761, 0.32808, -4.48854)
C (2.80828, -0.14852, -4.41879)
H (2.98137, -0.34938, -3.48181)
H (3.39725, 0.83029, -4.72777)
H (2.94730, -0.77931, -5.19246)
C (-2.29738, -0.25847, -4.73897)
H (-2.62973, -0.29375, -3.61894)
H (-2.51116, -1.42158, -4.93447)
H (-2.53038, 0.43067, -5.42933)
H (2.15402, -2.95882, -3.25968)
H (2.56682, -2.07869, -1.18097)
H (1.50918, -0.84323, 0.93533)
H (0.42617, -1.35428, 2.45599)
H (-2.10778, 0.21872, 3.48797)
H (-1.38743, -1.00140, 4.43445)
H (1.28881, -0.91546, 4.61727)
H (2.94869, 0.88761, 5.67096)
H (2.40991, 3.32424, 5.76207)
H (0.17555, 4.16281, 5.15027)
H (-1.57096, 4.25438, 3.60609)
H (-2.03255, 4.05163, 5.10384)

Atoms 1-6, force components in eV/Å:
-8.2920 -8.9526 -2.3717
1.6422 -0.1282 0.0387
-5.2242 1.6574 -2.1988
0.6135 -3.3411 -0.4264
8.6521 2.4963 2.3073
-1.9600 2.1363 0.3040

Summary:
Total energy   -1712.64145 a.u.
Relative energy (zero: lowest compared OMol25 entry of this formula, charge and spin)   520.2 kcal per mole
Max |F|   19.27 eV/Å
SMILES   COc1ccccc1CNC(=O)c1ccc(NS(=O)(=O)c2c(C)noc2C)cc1

Taken from the natural (NBO) analysis, the atomic charges in e are: atom 1 (C): -0.18, atom 2 (H): 0.19, atom 3 (O): -0.48, atom 4 (C): 0.33, atom 5 (C): -0.36, atom 6 (C): -0.17, atom 7 (C): -0.28, atom 8 (C): -0.14, atom 9 (C): -0.11, atom 10 (C): -0.23, atom 11 (N): -0.63, atom 12 (C): 0.68, atom 13 (O): -0.66, atom 14 (C): -0.30, atom 15 (C): -0.08, atom 16 (C): -0.25, atom 17 (C): 0.15, atom 18 (C): -0.28, atom 19 (C): -0.04, atom 20 (H): 0.21, atom 21 (H): 0.30, atom 22 (N): -0.83, atom 23 (S): 2.10, atom 24 (O): -0.91, atom 25 (O): -0.88, atom 26 (C): -0.54, atom 27 (C): 0.53, atom 28 (O): -0.28, atom 29 (N): -0.15, atom 30 (C): 0.22, atom 31 (C): -0.64, atom 32 (H): 0.22, atom 33 (H): 0.22, atom 34 (H): 0.26, atom 35 (C): -0.70, atom 36 (H): 0.26, atom 37 (H): 0.30, atom 38 (H): 0.24, atom 39 (H): 0.38, atom 40 (H): 0.25, atom 41 (H): 0.20, atom 42 (H): 0.42, atom 43 (H): 0.28, atom 44 (H): 0.21, atom 45 (H): 0.20, atom 46 (H): 0.21, atom 47 (H): 0.21, atom 48 (H): 0.24, atom 49 (H): 0.17, atom 50 (H): 0.16

***

3.
Computed, not measured: a single C6H8N2O molecule, with ωB97M-V/def2-TZVPD.

Positions of all 17 atoms, in Å:
C (3.15867, -0.27429, -0.13188)
C (1.71884, 0.24231, 0.29137)
C (-0.66484, -0.05978, -0.23717)
C (-1.48175, 1.00458, -0.52446)
C (-2.76810, 0.71729, -0.00349)
C (-2.77270, -0.47325, 0.51400)
H (3.28189, -0.12819, -1.21156)
H (3.34803, -1.31990, 0.19941)
H (3.80646, 0.41990, 0.33994)
H (0.87476, -1.11319, -1.19624)
H (-1.01593, 2.02126, -0.94736)
H (-3.55660, 1.64833, -0.24067)
H (-3.51648, -0.81510, 0.99757)
H (-1.18907, -1.60093, 0.98597)
N (0.68749, -0.34671, -0.47008)
N (-1.47409, -1.00184, 0.47285)
O (1.56343, 1.07953, 1.16180)

Atoms 1-6, force components in eV/Å:
-1.8868 0.1127 0.0738
0.9005 -0.7277 -0.6170
-1.6522 -0.8096 1.2180
3.0285 1.9447 -0.8655
-1.4926 7.0096 -3.4102
5.2626 -0.1096 -1.1027

Summary:
Total energy   -418.09592 a.u.
Relative energy (zero: lowest compared OMol25 entry of this formula, charge and spin)   54.8 kcal per mole
Max |F|   15.16 eV/Å
SMILES   CC(=O)Nc1ccc[nH]1

Taken from the natural (NBO) analysis, the atomic charges in e are: atom 1 (C): -0.72, atom 2 (C): 0.70, atom 3 (C): 0.26, atom 4 (C): -0.28, atom 5 (C): -0.27, atom 6 (C): -0.07, atom 7 (H): 0.22, atom 8 (H): 0.23, atom 9 (H): 0.24, atom 10 (H): 0.41, atom 11 (H): 0.23, atom 12 (H): 0.23, atom 13 (H): 0.20, atom 14 (H): 0.36, atom 15 (N): -0.67, atom 16 (N): -0.48, atom 17 (O): -0.58

***

4.
Computed, not measured: a single H3NO molecule, with ωB97M-V/def2-TZVPD.

Positions of all 5 atoms, in Å:
H (-0.39278, 0.06014, 1.23946)
H (0.49552, 0.75799, -0.84696)
H (0.69267, -0.81006, -0.19734)
N (0.06537, -0.09858, -0.57701)
O (-0.86078, 0.09052, 0.38185)

Force components x, y, z for each atom (eV/Å):
-0.5740 0.3541 -0.3684
0.6996 0.6043 0.1726
0.3683 0.5412 -0.8939
1.2796 -2.0679 -1.5821
-1.7735 0.5683 2.6718

Summary:
Total energy   -131.71252 a.u.
Relative energy (zero: lowest compared OMol25 entry of this formula, charge and spin)   4.9 kcal per mole
Max |F|   3.26 eV/Å
SMILES   NO

Taken from the natural (NBO) analysis, the atomic charges in e are: atom 1 (H): 0.44, atom 2 (H): 0.33, atom 3 (H): 0.32, atom 4 (N): -0.52, atom 5 (O): -0.56